The following is a DFT calculation (ωB97M-V/def2-TZVPD) of a structure of composition C18H24CrN10O2S2.

Last column: Löwdin charge in e.
CARTESIAN COORDINATES (ANGSTROEM)
H 4.166 2.799 1.389  0.12
H -3.815 3.817 0.663  0.10
C -2.081 2.559 0.713  -0.77
C 1.884 0.342 -1.590  -0.39
C -2.420 4.341 -0.878  -0.06
N 1.078 0.239 3.727  -0.02
H -4.557 -5.023 -1.510  0.11
C -3.357 -3.256 -1.355  0.01
H 4.884 2.225 -0.057  0.12
C -2.867 3.611 0.188  -0.10
H 3.145 -2.192 3.696  0.10
H -3.440 -2.983 -2.399  0.12
C 1.809 -0.766 3.216  -0.80
N 4.089 2.246 0.555  0.19
H 2.568 -1.302 5.052  0.12
C -1.838 -1.241 -0.675  -0.39
S -2.603 1.678 2.074  0.66
H -3.014 5.147 -1.289  0.11
N -0.028 0.722 2.984  -0.08
H 0.352 -0.408 -3.871  0.11
H 0.977 0.272 4.732  0.16
N 0.708 0.358 -1.063  0.05
Cr 0.139 0.600 0.808  0.61
C -3.978 -4.395 -0.845  -0.05
H -0.065 0.060 -1.669  0.05
H -0.805 0.038 3.065  0.03
O -1.361 -1.736 2.683  0.04
C -0.447 3.011 -0.881  -0.15
H 3.898 0.950 -3.183  0.08
H 3.875 0.653 -1.247  0.14
C -2.520 -2.822 0.868  -0.08
N 1.842 1.773 0.944  0.05
C 1.146 -1.019 -3.435  -0.02
C 3.322 0.133 -3.612  -0.03
N -1.272 -0.872 0.534  0.01
C -1.162 4.041 -1.422  -0.07
H -3.047 -4.196 2.430  0.12
N 2.171 -0.206 -2.788  -0.13
H 1.615 -1.594 -4.230  0.10
H 1.963 2.397 1.731  0.10
C -2.632 -2.485 -0.474  -0.09
N 2.961 0.906 -0.914  0.17
N 2.651 -1.392 4.052  0.12
H 3.973 -0.733 -3.743  0.10
H -0.346 1.606 3.366  0.07
C -3.869 -4.730 0.498  -0.05
H 0.708 -1.716 -2.724  0.10
H -4.366 -5.618 0.865  0.11
C -3.133 -3.943 1.382  0.01
H 0.528 2.765 -1.275  0.09
C -1.655 -1.788 1.497  -0.44
S 1.719 -1.222 1.600  0.80
C 2.913 1.658 0.234  -0.48
H 2.978 0.458 -4.594  0.10
O -1.737 -0.624 -1.725  0.06
N -0.887 2.253 0.151  -0.09
H -0.761 4.604 -2.252  0.10

The energy above the lowest of the compared OMol25 structures with the same formula, charge and spin comes out at 17.0 kJ/mol. For the lowest unoccupied orbital energy (spin up / spin down), the calculation gives -3.58 / -2.94 eV. The orbital gap (spin up / spin down) comes out at 5.81 / 6.44 eV. Its multiplicity is 2. As for the max |F|: 1.552 eV/A. The charge is +1. As for the total energy: -3239.12185 a.u. As for the highest occupied orbital energy (spin up / spin down): -0.3448 / -0.3448 hartree.

---

The following is a DFT calculation (ωB97M-V/def2-TZVPD) of an isolated molecule of C4H6O.

Last column: Löwdin charge in e.
CARTESIAN COORDINATES (ANGSTROEM)
H -2.520 -0.539 -1.084  0.07
H 2.880 -0.845 0.882  0.13
C 0.540 0.311 -0.109  0.01
H -2.713 0.595 0.257  0.13
C -0.634 0.020 -0.151  -0.09
C 2.040 0.544 -0.064  -0.29
H -2.125 -1.136 0.391  0.01
O 2.780 -0.635 -0.095  -0.06
C -2.060 -0.307 -0.142  -0.11
H 2.155 1.089 0.799  0.09
H 2.157 1.036 -1.016  0.11

The energy above the lowest of the compared OMol25 structures with the same formula, charge and spin comes out at 199.7 kJ/mol. For the lowest unoccupied orbital energy, the calculation gives 0.87 eV. The orbital gap comes out at 10.39 eV. Its SMILES is CC#CCO. As for the max |F|: 5.340 eV/A. As for the total energy: -231.14768 a.u. As for the highest occupied orbital energy: -0.3498 hartree.

---

The following is a DFT calculation (ωB97M-V/def2-TZVPD) of a structure of composition C2H3AuO3.

Last column: Löwdin charge in e.
CARTESIAN COORDINATES (ANGSTROEM)
C 0.585 0.339 -0.448  -0.15
O -1.691 0.412 -0.857  -0.24
O -0.519 1.179 -0.457  -0.17
C 0.533 -0.747 0.576  -0.09
H 0.702 -0.266 -1.391  0.18
O -0.276 -0.620 1.489  -0.11
H 1.072 -1.695 0.398  0.18
H 1.497 0.940 -0.299  0.18
Au -1.903 0.459 0.989  1.23

For the lowest unoccupied orbital energy (spin up / spin down), the calculation gives -5.97 / -8.98 eV. The orbital gap (spin up / spin down) comes out at 6.78 / 7.75 eV. Its multiplicity is 4. As for the max |F|: 8.056 eV/A. The charge is +1. As for the total energy: -438.74471 a.u. As for the highest occupied orbital energy (spin up / spin down): -0.4684 / -0.6149 hartree.

---

The following is a DFT calculation (ωB97M-V/def2-TZVPD) of an isolated molecule of C5H7N3O2.

Last column: Löwdin charge in e.
CARTESIAN COORDINATES (ANGSTROEM)
C 0.843 0.771 0.179  -0.29
H -0.376 2.085 1.091  0.16
H 1.208 2.424 -0.975  0.11
C -1.224 -1.318 -0.774  -0.19
H 0.401 -1.199 -2.271  0.06
N -0.285 1.111 0.840  0.11
N 1.412 -0.529 0.315  -0.43
C -0.080 -1.015 -1.338  0.12
H -1.894 -2.017 -1.279  0.10
H -1.902 0.602 2.020  0.12
H 2.468 1.246 -0.806  0.11
O 2.491 -0.689 -0.284  -0.04
N 1.627 1.689 -0.432  0.18
O 0.980 -1.270 1.199  0.02
H -2.588 -1.348 0.881  0.10
C -1.348 0.277 1.152  -0.12
C -1.733 -0.822 0.485  -0.11

The energy above the lowest of the compared OMol25 structures with the same formula, charge and spin comes out at 704.3 kJ/mol. For the lowest unoccupied orbital energy (spin up / spin down), the calculation gives 0.10 / -0.29 eV. The orbital gap (spin up / spin down) comes out at 7.39 / 7.64 eV. As for the max |F|: 2.019 eV/A. As for the total energy: -509.23126 a.u. As for the highest occupied orbital energy (spin up / spin down): -0.2679 / -0.2914 hartree.

---

The following is a DFT calculation (ωB97M-V/def2-TZVPD) of a structure of composition C18H54AlN10O6P3.

Last column: Löwdin charge in e.
CARTESIAN COORDINATES (ANGSTROEM)
H -0.719 1.038 1.551  0.10
H -2.345 -1.214 -1.265  0.08
C -3.871 0.606 2.816  -0.08
P 1.539 -1.338 2.936  0.58
H -0.154 1.625 -6.821  0.08
C 0.652 -1.568 5.534  -0.09
H 1.680 1.882 3.249  0.09
N 0.531 -1.849 -1.777  -0.61
O 0.716 -2.377 -2.878  -0.10
H -2.882 -0.876 4.888  0.11
H 3.718 -2.059 4.347  0.07
C 0.065 0.283 1.502  -0.12
H -2.158 0.088 -0.124  0.06
N 2.970 -0.824 2.209  -0.24
H -0.254 -0.606 0.958  0.07
C 4.681 1.993 -4.766  -0.13
N 3.518 2.280 -3.939  -0.31
C 2.934 -2.189 5.093  -0.11
H 1.831 4.062 -3.288  0.07
C -4.670 -3.288 3.610  -0.08
H 1.033 0.182 -6.781  0.07
H 3.660 1.133 2.438  0.09
C 0.855 1.240 -6.973  -0.11
H 5.275 1.099 -4.574  0.09
C -0.537 1.629 -3.699  -0.11
N 0.642 0.041 2.745  -0.20
H -0.133 1.960 3.427  0.10
H 0.916 -2.026 6.487  0.11
H 0.183 -0.584 5.544  0.06
O 1.999 -0.029 -4.265  -0.43
C -6.068 -1.676 2.346  -0.05
N 0.767 2.295 -3.621  -0.29
C 3.848 2.220 -2.564  -0.15
H -5.478 -2.525 -0.101  0.08
O -2.203 -2.869 1.668  -0.24
P -3.300 -1.849 1.769  0.67
H -3.401 1.576 2.979  0.10
H -0.521 0.542 -3.617  0.07
H 1.268 4.052 -6.435  0.08
H -3.922 -4.055 3.404  0.09
H -1.488 -1.517 3.974  0.06
H 3.509 -0.142 0.338  0.09
H 4.030 -1.889 0.809  0.11
H -5.637 -3.788 3.670  0.10
H -4.294 -2.502 -1.376  0.10
C 0.763 1.342 3.482  -0.03
H 3.299 2.966 -1.990  0.07
C 3.279 -1.099 0.806  -0.04
H 0.886 1.004 4.511  0.07
H -0.053 -2.316 5.172  0.08
H -6.319 -1.146 3.264  0.10
C 2.071 3.334 -6.603  -0.10
H -1.599 0.186 4.302  0.08
N 1.772 -1.479 4.620  -0.31
H -4.410 -2.819 4.559  0.09
P 2.040 1.454 -4.452  0.70
H 0.322 4.230 -4.272  0.07
O 0.922 -0.741 -1.599  0.03
H 2.349 3.202 -7.649  0.09
H -3.381 0.325 -1.272  0.10
H 1.160 1.402 -8.006  0.09
H 3.570 0.253 3.925  0.08
O -0.160 -2.501 -0.933  0.04
N -4.742 -2.342 2.534  -0.25
H 4.369 2.033 -5.810  0.07
C -2.901 -0.467 -0.697  -0.09
H -0.968 1.680 -4.698  0.07
H 4.900 2.344 -2.305  0.10
C -4.789 -1.873 -0.637  -0.10
H 5.327 2.871 -4.752  0.09
O 0.919 -2.567 2.357  -0.21
N -3.771 -1.236 0.196  -0.28
H -5.880 -1.056 1.469  0.06
H 2.342 -1.382 0.325  0.06
Al 2.832 -2.783 -4.959  1.02
H 4.887 -0.052 2.698  0.11
H 0.121 3.972 -2.562  0.08
H -5.375 -1.144 -1.198  0.10
C 0.787 3.769 -3.401  -0.08
C -2.196 -0.693 4.060  -0.08
H 0.759 0.802 0.840  0.12
H -1.218 2.099 -2.990  0.08
H -4.567 0.406 3.630  0.09
H 2.751 -3.235 5.340  0.10
N -2.939 -0.505 2.817  -0.22
N 1.789 1.959 -6.127  -0.31
C 3.830 0.147 2.872  -0.08
H 3.367 -1.671 5.949  0.10
H -6.829 -2.410 2.081  0.10
H 3.467 1.268 -2.195  0.07
H -4.485 0.534 1.918  0.07
H 2.914 3.748 -6.049  0.07

The energy above the lowest of the compared OMol25 structures with the same formula, charge and spin comes out at 384.5 kJ/mol. For the lowest unoccupied orbital energy, the calculation gives -10.24 eV. The orbital gap comes out at 1.92 eV. As for the max |F|: 3.715 eV/A. The charge is +2. As for the total energy: -2982.93553 a.u. As for the highest occupied orbital energy: -0.4470 hartree.

---

The following is a DFT calculation (ωB97M-V/def2-TZVPD) of a cluster of 2 separate species, C9H14O in total.

Last column: Löwdin charge in e.
CARTESIAN COORDINATES (ANGSTROEM)
H -1.927 0.450 -1.894  0.08
H -0.751 -3.594 -1.469  0.06
C -0.743 -3.884 -0.404  -0.18
H -0.397 -4.909 -0.584  0.06
C -0.276 2.510 1.354  -0.03
H 1.610 0.843 -1.607  0.12
C -0.929 0.148 -1.544  -0.05
H -1.724 -3.950 0.048  0.06
H 0.960 4.352 2.006  0.09
O 1.610 3.656 2.127  0.01
C 0.129 -2.963 0.438  -0.17
H -0.794 2.777 2.268  0.12
H 0.322 -2.046 -0.091  0.02
C 1.072 1.501 -0.904  -0.04
C 1.104 2.743 1.177  -0.30
C -0.938 1.718 0.445  -0.05
H 0.985 -3.515 0.867  0.07
H -0.966 -0.864 -1.137  0.05
H -0.212 0.073 -2.383  0.07
H -0.480 -2.453 1.253  0.09
H -2.022 1.681 0.565  0.12
H 2.859 2.315 0.032  0.11
C -0.283 1.250 -0.708  -0.28
C 1.791 2.158 0.145  -0.01

The energy above the lowest of the compared OMol25 structures with the same formula, charge and spin comes out at 143.6 kJ/mol. For the lowest unoccupied orbital energy, the calculation gives 0.86 eV. The orbital gap comes out at 9.62 eV. Its SMILES is Cc1ccc(O)cc1.CC. As for the max |F|: 2.510 eV/A. As for the total energy: -426.51810 a.u. As for the highest occupied orbital energy: -0.3221 hartree.

---

The following is a DFT calculation (ωB97M-V/def2-TZVPD) of an isolated molecule of C6H8O2.

Last column: Löwdin charge in e.
CARTESIAN COORDINATES (ANGSTROEM)
H -1.497 -0.035 1.154  0.13
C -0.418 -0.959 -0.129  -0.38
H 1.689 -0.211 -1.395  0.14
H -1.954 1.615 -1.225  0.09
C -1.243 0.853 -0.946  -0.09
C -1.515 -0.176 0.102  -0.18
O 0.826 -0.458 2.057  -0.11
O -1.620 -1.748 0.350  -0.03
H 2.049 0.929 -0.008  0.09
C 0.932 -0.872 0.540  -0.20
C 1.331 0.259 -0.414  -0.10
H 0.011 2.462 -0.912  0.18
H 0.006 0.168 2.255  0.12
H 1.674 -1.720 0.713  0.17
H -0.310 -1.297 -1.275  0.20
C 0.038 1.189 -0.866  -0.04

The energy above the lowest of the compared OMol25 structures with the same formula, charge and spin comes out at 727.2 kJ/mol. For the lowest unoccupied orbital energy, the calculation gives 0.51 eV. The orbital gap comes out at 10.21 eV. Its SMILES is O[C@@H]1CC=C[C@H]2O[C@H]12. As for the max |F|: 9.035 eV/A. As for the total energy: -383.63314 a.u. As for the highest occupied orbital energy: -0.3564 hartree.

---

The following is a DFT calculation (ωB97M-V/def2-TZVPD) of a cluster of 2 separate species, C3H2Cl3O4 in total.

Last column: Löwdin charge in e.
CARTESIAN COORDINATES (ANGSTROEM)
H 1.075 -1.062 -1.248  0.07
C -0.281 -0.843 0.256  -0.67
Cl 2.069 -0.165 1.303  0.71
Cl -3.564 -0.907 0.372  0.22
C 1.079 0.302 -0.071  -0.89
O 1.481 -0.124 -1.246  -0.12
C 0.718 1.746 -0.063  -0.75
Cl -0.012 2.097 -1.694  0.62
O 0.845 2.590 0.727  0.07
O -0.101 -1.698 -0.597  0.03
H -2.423 -1.150 0.975  -0.26
O -0.887 -0.786 1.286  -0.04

The energy above the lowest of the compared OMol25 structures with the same formula, charge and spin comes out at 16.5 kJ/mol. For the lowest unoccupied orbital energy, the calculation gives 3.39 eV. The orbital gap comes out at 8.91 eV. As for the max |F|: 3.418 eV/A. The charge is -1. As for the total energy: -1797.16067 a.u. As for the highest occupied orbital energy: -0.2026 hartree.